A 3-piece molecular cluster, C18H39N2O6 overall, computed with ωB97M-V/def2-TZVPD.

Atoms and positions in Å:
C (-3.20405, 3.47801, 2.79271)
C (-2.57493, 2.11250, 3.03815)
C (-2.38900, 1.27621, 1.76077)
C (-1.14428, 0.36624, 1.83761)
C (-0.03101, 0.82664, 0.89686)
C (-0.42329, 0.70517, -0.58350)
C (0.70977, 0.40518, -1.57043)
C (0.15592, 0.62162, -2.98399)
N (1.37604, 0.79787, -3.83324)
C (2.21279, 1.75451, -3.03080)
C (1.98763, 1.31038, -1.58034)
N (1.97689, 2.44679, -0.67843)
H (-3.29949, 4.03662, 3.72322)
H (-2.58060, 4.06769, 2.11733)
H (-4.20260, 3.38923, 2.36129)
H (-3.17840, 1.55023, 3.75386)
H (-1.60519, 2.26823, 3.52029)
H (-3.28651, 0.67351, 1.61816)
H (-2.31796, 1.96697, 0.91573)
H (-1.39520, -0.66730, 1.58767)
H (-0.77298, 0.41044, 2.86208)
H (0.89779, 0.28294, 1.10145)
H (0.16168, 1.88102, 1.10782)
H (-1.11746, -0.13930, -0.65763)
H (-0.98488, 1.58061, -0.90848)
H (1.02897, -0.63376, -1.46985)
H (-0.32344, 1.60028, -2.99231)
H (-0.51833, -0.14695, -3.35039)
H (1.16162, 1.16560, -4.76003)
H (1.85489, -0.09768, -3.97403)
H (1.87694, 2.76685, -3.25011)
H (3.24457, 1.64584, -3.35637)
H (2.83236, 0.64108, -1.36362)
H (2.08452, 2.12798, 0.27782)
H (2.78598, 3.03507, -0.85721)
C (-2.10276, -2.54588, 5.76670)
C (-3.48431, -2.06534, 5.37927)
O (-4.42477, -2.25636, 6.44529)
C (-4.40906, -1.31034, 7.38804)
O (-3.70946, -0.32879, 7.39165)
O (-5.30308, -1.63400, 8.31644)
C (-5.38734, -0.71406, 9.41249)
H (-2.14174, -3.58432, 6.09620)
H (-1.42396, -2.47421, 4.91565)
H (-1.69472, -1.94683, 6.58001)
H (-3.87013, -2.65120, 4.54645)
H (-3.47933, -1.01632, 5.08340)
H (-5.54978, 0.29885, 9.05143)
H (-4.47543, -0.74923, 10.00568)
H (-6.23352, -1.04483, 10.00579)
C (4.22949, -2.18941, -9.02723)
C (4.51062, -0.88048, -8.32901)
O (3.88124, -0.83074, -7.02115)
C (4.54108, -1.45347, -6.05377)
O (5.59321, -2.01990, -6.12941)
O (3.81428, -1.33581, -4.91984)
C (4.39760, -2.00019, -3.78576)
H (3.15594, -2.36867, -9.08935)
H (4.63467, -2.15953, -10.03814)
H (4.69119, -3.02127, -8.49725)
H (4.07823, -0.04058, -8.86758)
H (5.57870, -0.70560, -8.21308)
H (5.42862, -1.68635, -3.64359)
H (4.35879, -3.07930, -3.91644)
H (3.79695, -1.71217, -2.92491)

Forces on atoms 1 to 6 (eV/Å):
-0.1 -0.1 0.1
0.1 0.1 0.0
0.0 0.0 0.4
-0.1 0.2 -0.3
-0.1 0.4 0.0
0.1 -0.5 0.3

Output
* net charge: +1
* F_max: 0.95 eV/Å
* DFT total energy: -34558.264 eV